[1]
The following is a DFT calculation (ωB97M-V/def2-TZVPD) of a single C12H14BN molecule.

As for the spin multiplicity: 1. The relative energy (zero: lowest compared OMol25 entry of this formula, charge and spin) comes out at 39.7 kcal per mole. The value obtained for the HOMO-LUMO gap is 6.9 eV. The total charge is 0. The SMILES is [H]\N=C1/C=CC=C/C1=C/C(=B/C)/C=C/C.

```
28
Properties=species:S:1:pos:R:3:mulliken_charge:R:1
H -2.207 -2.685 -0.194 0.18
N -1.611 -1.878 -0.043 -0.53
C -2.199 -0.721 -0.037 0.81
C -3.621 -0.602 -0.213 -0.81
C -4.261 0.590 -0.168 -0.50
C -3.532 1.780 0.053 -0.65
C -2.184 1.722 0.211 -0.86
C -1.444 0.504 0.159 0.90
C -0.061 0.612 0.287 -0.44
C 0.977 -0.335 0.259 0.63
B 0.904 -1.768 0.133 -0.03
C 1.399 -3.213 -0.001 -0.87
C 2.362 0.191 0.330 -0.73
C 2.780 1.315 -0.240 -0.05
C 4.187 1.812 -0.178 -1.29
H -4.173 -1.520 -0.379 0.29
H -5.333 0.643 -0.303 0.36
H -4.052 2.726 0.092 0.38
H -1.627 2.635 0.371 0.30
H 0.281 1.631 0.441 0.34
H 2.445 -3.289 0.296 0.32
H 1.324 -3.575 -1.026 0.32
H 0.831 -3.901 0.622 0.32
H 3.077 -0.428 0.858 0.24
H 2.096 1.925 -0.815 0.41
H 4.666 1.699 -1.152 0.28
H 4.764 1.258 0.558 0.33
H 4.211 2.871 0.079 0.33
```



[2]
The following is a DFT calculation (ωB97M-V/def2-TZVPD) of a molecular structure, C12H14BN9Zn.

As for the spin multiplicity: 1. The value obtained for the HOMO-LUMO gap (alpha / beta) is 4.4 / 4.4 eV. The total charge is +2.

```
37
Properties=species:S:1:pos:R:3:mulliken_charge:R:1
C -0.665 1.503 2.578 0.01
N -0.620 1.345 1.244 -0.18
N -1.203 2.469 0.685 0.29
C -1.532 3.346 1.652 -0.05
C -1.208 2.769 2.880 -1.01
B -1.416 2.543 -0.843 0.06
N -0.067 2.256 -1.555 0.31
N 0.640 1.088 -1.285 -0.15
C 1.679 1.052 -2.138 0.27
C 1.675 2.217 -2.921 -1.07
C 0.560 2.953 -2.521 -0.01
Zn 0.236 -0.241 0.135 -0.74
N -2.332 1.333 -1.192 0.16
N -1.890 0.056 -0.886 0.12
C -2.837 -0.786 -1.301 -0.08
C -3.887 -0.061 -1.897 -0.81
C -3.530 1.278 -1.805 0.02
H -2.753 -1.857 -1.172 0.46
H -4.021 2.179 -2.132 0.50
H -4.771 -0.459 -2.339 0.47
H -1.912 3.575 -1.182 -0.02
H 0.167 3.913 -2.831 0.48
H -1.948 4.310 1.402 0.47
H 2.392 2.479 -3.673 0.42
H -1.334 3.201 3.845 0.43
H 2.360 0.204 -2.146 0.38
H -0.324 0.736 3.265 0.43
H 1.739 -2.137 -1.560 0.32
C 2.655 -2.094 -0.948 -1.01
H 3.514 -1.862 -1.591 0.33
H 2.563 -1.319 -0.170 0.15
H 2.802 -3.064 -0.455 0.25
N 0.344 -1.839 1.142 -0.18
C 0.714 -2.743 1.797 0.97
N 0.978 -3.741 2.533 -0.33
C 2.191 -4.214 2.756 0.53
N 3.243 -4.668 2.997 -0.17
```



What did the second record say?
The following is a DFT calculation (ωB97M-V/def2-TZVPD) of a molecular structure, C12H14BN9Zn.

As for the spin multiplicity: 1. The value obtained for the HOMO-LUMO gap (alpha / beta) is 4.4 / 4.4 eV. The total charge is +2.

```
37
Properties=species:S:1:pos:R:3:mulliken_charge:R:1
C -0.665 1.503 2.578 0.01
N -0.620 1.345 1.244 -0.18
N -1.203 2.469 0.685 0.29
C -1.532 3.346 1.652 -0.05
C -1.208 2.769 2.880 -1.01
B -1.416 2.543 -0.843 0.06
N -0.067 2.256 -1.555 0.31
N 0.640 1.088 -1.285 -0.15
C 1.679 1.052 -2.138 0.27
C 1.675 2.217 -2.921 -1.07
C 0.560 2.953 -2.521 -0.01
Zn 0.236 -0.241 0.135 -0.74
N -2.332 1.333 -1.192 0.16
N -1.890 0.056 -0.886 0.12
C -2.837 -0.786 -1.301 -0.08
C -3.887 -0.061 -1.897 -0.81
C -3.530 1.278 -1.805 0.02
H -2.753 -1.857 -1.172 0.46
H -4.021 2.179 -2.132 0.50
H -4.771 -0.459 -2.339 0.47
H -1.912 3.575 -1.182 -0.02
H 0.167 3.913 -2.831 0.48
H -1.948 4.310 1.402 0.47
H 2.392 2.479 -3.673 0.42
H -1.334 3.201 3.845 0.43
H 2.360 0.204 -2.146 0.38
H -0.324 0.736 3.265 0.43
H 1.739 -2.137 -1.560 0.32
C 2.655 -2.094 -0.948 -1.01
H 3.514 -1.862 -1.591 0.33
H 2.563 -1.319 -0.170 0.15
H 2.802 -3.064 -0.455 0.25
N 0.344 -1.839 1.142 -0.18
C 0.714 -2.743 1.797 0.97
N 0.978 -3.741 2.533 -0.33
C 2.191 -4.214 2.756 0.53
N 3.243 -4.668 2.997 -0.17
```